<P>
ORCA calculation (ωB97M-V/def2-TZVPD) on a structure of composition C33H29Br2IrN2O4P2.

Structure (XYZ):
```
73
Properties=species:S:1:pos:R:3:lowdin_spin:R:1
Ir -0.280 1.176 0.306 0.5279
C 2.415 -1.236 2.623 0.0005
N 1.595 -0.548 1.593 -0.0024
P 1.771 1.039 1.013 -0.0006
C 3.500 1.454 1.219 -0.0009
C 3.916 2.632 1.836 0.0006
C 5.271 2.931 1.879 0.0001
C 6.185 2.050 1.324 0.0000
C 5.758 0.872 0.712 0.0001
C 4.413 0.562 0.646 -0.0008
C 1.636 0.939 -0.817 0.0064
C 1.465 2.154 -1.531 0.0440
C 1.475 2.181 -2.924 0.0030
C 1.710 1.016 -3.626 0.0585
C 1.949 -0.194 -2.946 -0.0051
C 1.906 -0.234 -1.581 0.0501
P 0.084 -1.011 1.011 0.0663
C 0.071 -2.709 0.489 0.0134
C -0.065 -3.714 1.459 0.0048
C 0.012 -5.045 1.088 0.0011
C 0.188 -5.383 -0.249 -0.0006
C 0.275 -4.394 -1.221 -0.0003
C 0.216 -3.060 -0.861 0.0014
C -1.205 -1.001 2.285 0.0072
C -2.580 -1.167 1.720 0.0113
C -3.717 -0.882 2.627 0.0515
C -3.523 -0.753 3.962 0.0059
C -2.198 -0.783 4.451 0.0369
C -1.055 -0.866 3.640 0.0211
H 3.470 -1.182 2.370 0.0002
H 2.126 -2.285 2.651 0.0000
H 2.262 -0.782 3.600 -0.0003
H 3.200 3.310 2.284 0.0000
H 5.609 3.844 2.350 0.0000
H 7.242 2.277 1.362 0.0000
H 6.482 0.196 0.278 -0.0001
H 4.092 -0.342 0.144 0.0005
H 1.378 3.090 -0.999 0.0085
H 1.331 3.118 -3.445 -0.0009
H 1.742 1.037 -4.708 0.0025
H 2.184 -1.085 -3.513 -0.0013
H 2.132 -1.162 -1.069 0.0013
H -0.221 -3.471 2.504 0.0003
H -0.073 -5.821 1.838 0.0001
H 0.240 -6.425 -0.535 0.0000
H 0.376 -4.668 -2.263 0.0000
H 0.241 -2.301 -1.631 0.0001
H -2.714 -2.256 1.518 0.0050
H -4.708 -0.884 2.188 0.0022
H -4.349 -0.628 4.648 -0.0005
H -2.052 -0.723 5.526 0.0013
H -0.079 -0.804 4.102 0.0006
Br 0.245 4.553 0.964 0.0147
C -1.611 4.430 1.384 0.0201
Br -2.266 2.562 1.341 0.0257
H -2.192 4.957 0.638 0.0014
H -1.778 4.785 2.392 0.0005
O -4.276 -1.779 -0.250 0.0023
C -3.524 -0.888 -0.482 0.0005
O -2.614 -0.465 0.488 0.0082
C -3.390 -0.072 -1.706 0.0002
C -4.464 -0.111 -2.590 0.0005
C -4.439 0.630 -3.766 0.0001
C -3.319 1.385 -4.030 0.0002
C -2.227 1.438 -3.183 0.0005
C -2.266 0.703 -2.018 0.0018
N -3.254 2.172 -5.289 0.0000
O -2.211 2.755 -5.507 0.0000
O -4.241 2.190 -5.978 0.0000
H -5.323 -0.723 -2.353 0.0000
H -5.264 0.625 -4.465 0.0000
H -1.372 2.037 -3.460 -0.0001
H -1.314 0.739 -1.456 0.0025
```

The multiplicity is 2. The value obtained for the orbital gap (spin up / spin down) is 5.163 / 6.291 eV. As for the expectation value of S²: 0.777. The LUMO energy (spin up / spin down) comes out at -11.00 / -10.99 eV. As for the net charge: +3.

***

<Q>
ORCA calculation (ωB97M-V/def2-TZVPD) on a structure of composition C33H29Br2IrN2O4P2.

Structure (XYZ):
```
73
Properties=species:S:1:pos:R:3:lowdin_spin:R:1
Ir -1.140 0.127 -0.122 0.0197
C 0.646 1.126 -2.593 0.0306
N -0.367 1.328 -1.568 0.3803
P 0.761 -0.584 0.850 -0.0006
C 2.330 -0.362 0.055 -0.0007
C 2.547 -1.041 -1.154 0.0000
C 3.779 -0.975 -1.773 0.0003
C 4.801 -0.223 -1.203 -0.0002
C 4.597 0.446 -0.004 0.0000
C 3.371 0.371 0.637 -0.0002
C 0.852 -0.434 2.614 0.0003
C 1.332 0.748 3.194 0.0003
C 1.437 0.843 4.570 0.0000
C 1.053 -0.227 5.373 0.0000
C 0.563 -1.393 4.803 0.0000
C 0.462 -1.506 3.425 0.0001
P -1.456 2.572 -1.638 0.3572
C -1.997 2.423 0.098 0.0513
C -1.048 2.233 1.130 0.0092
C -1.482 2.263 2.478 0.0009
C -2.800 2.488 2.773 0.0002
C -3.741 2.683 1.744 -0.0002
C -3.355 2.636 0.429 0.0066
C -0.789 4.168 -2.046 0.0800
C -1.176 4.732 -3.265 0.0070
C -0.692 5.981 -3.618 0.0003
C 0.159 6.660 -2.757 -0.0030
C 0.538 6.100 -1.538 0.0057
C 0.068 4.854 -1.175 0.0123
H 1.640 1.273 -2.166 0.0151
H 0.510 1.847 -3.400 0.0023
H 0.581 0.122 -3.007 0.0068
H 1.766 -1.637 -1.613 0.0001
H 3.950 -1.515 -2.695 0.0000
H 5.767 -0.173 -1.689 0.0000
H 5.403 1.008 0.449 0.0000
H 3.253 0.853 1.595 0.0000
H 1.624 1.594 2.584 0.0000
H 1.824 1.748 5.019 0.0000
H 1.144 -0.150 6.449 0.0000
H 0.275 -2.225 5.431 0.0000
H 0.113 -2.434 2.991 0.0000
H 0.008 2.334 0.909 0.0001
H -0.759 2.168 3.275 0.0005
H -3.119 2.554 3.805 0.0000
H -4.773 2.895 1.995 0.0000
H -4.078 2.800 -0.360 0.0035
H -1.851 4.204 -3.928 0.0045
H -0.985 6.427 -4.559 0.0001
H 0.529 7.638 -3.032 -0.0002
H 1.197 6.644 -0.875 0.0011
H 0.358 4.426 -0.223 0.0000
Br -3.831 -0.325 -1.189 0.0080
C -4.128 -1.276 0.455 0.0035
Br -2.608 -0.956 1.662 -0.0033
H -4.174 -2.340 0.259 0.0002
H -5.013 -0.896 0.951 0.0000
O 0.494 -2.222 0.626 0.0006
C -0.275 -2.595 -0.389 0.0001
O -0.989 -1.727 -0.958 -0.0006
C -0.255 -3.977 -0.787 0.0000
C 0.592 -4.884 -0.133 0.0000
C 0.602 -6.207 -0.529 0.0000
C -0.233 -6.586 -1.566 0.0000
C -1.076 -5.712 -2.232 0.0000
C -1.087 -4.390 -1.839 0.0000
N -0.223 -8.016 -1.992 0.0000
O -1.027 -8.328 -2.837 0.0000
O 0.547 -8.742 -1.411 0.0000
H 1.238 -4.557 0.670 0.0000
H 1.238 -6.943 -0.059 0.0000
H -1.698 -6.079 -3.036 0.0000
H -1.726 -3.678 -2.342 0.0000
```

The multiplicity is 2. The value obtained for the orbital gap (spin up / spin down) is 6.922 / 6.662 eV. As for the expectation value of S²: 0.759. The LUMO energy (spin up / spin down) comes out at -10.02 / -10.31 eV. As for the net charge: +3.

***

Which of them is the most stable? Correct choice: <Q>.

***

<P>
ORCA calculation (ωB97M-V/def2-TZVPD) on a structure of composition C34H69AsCsN7O17P2S4Si3.

Structure (XYZ):
```
138
Properties=species:S:1:pos:R:3:mulliken_charge:R:1
Cs 0.475 0.811 0.467 1.1953
C 0.376 -3.422 -2.293 0.2339
C 1.705 -3.621 -1.570 -1.4861
S 1.891 -2.607 -0.096 0.8133
C 1.468 -3.763 1.220 -1.2231
C 0.108 -4.458 1.078 -0.9258
S -1.257 -3.283 1.265 0.3572
C -2.482 -3.949 0.116 -1.2969
C -3.380 -2.825 -0.412 -0.6607
S -2.534 -1.531 -1.344 0.5032
C -2.404 -2.374 -2.934 -1.5575
C -1.300 -1.802 -3.820 -0.4968
S 0.366 -1.815 -3.113 0.6924
H -0.422 -3.433 -1.558 -1.1614
H 0.219 -4.224 -3.022 0.5365
H 2.535 -3.363 -2.236 0.3102
H 1.841 -4.675 -1.313 0.7241
H 1.499 -3.147 2.123 0.2367
H 2.252 -4.518 1.329 0.5463
H 0.045 -5.254 1.826 0.6048
H 0.032 -4.940 0.100 0.2514
H -3.115 -4.694 0.605 0.5813
H -1.975 -4.456 -0.709 0.4392
H -3.870 -2.318 0.420 -0.0641
H -4.166 -3.255 -1.041 0.6704
H -3.350 -2.314 -3.482 0.5699
H -2.214 -3.432 -2.746 0.4852
H -1.487 -0.751 -4.049 0.0445
H -1.318 -2.339 -4.775 0.3974
C 0.247 -0.365 -6.472 -1.0004
N 1.193 0.131 -5.505 0.3854
C 2.512 -0.472 -5.553 -0.7549
C 0.768 1.012 -4.561 0.2588
O -0.388 1.373 -4.483 -0.6648
C 1.842 1.562 -3.638 0.2992
O 1.245 2.419 -2.691 0.0611
C 2.219 3.234 -2.094 -0.9658
C 1.749 3.748 -0.742 0.2085
O 0.674 3.413 -0.280 -0.6461
N 2.594 4.587 -0.098 0.2659
C 3.986 4.717 -0.485 -0.9658
C 2.264 4.997 1.256 -1.0515
H 0.045 -1.429 -6.304 0.2352
H 0.656 -0.256 -7.482 0.3832
H -0.680 0.196 -6.388 0.2746
H 2.408 -1.559 -5.600 0.2936
H 3.098 -0.273 -4.665 0.2298
H 3.059 -0.139 -6.441 0.3053
H 2.563 2.100 -4.273 0.3682
H 2.392 0.762 -3.127 -0.4572
H 2.459 4.099 -2.732 0.4621
H 3.156 2.686 -1.937 0.5654
H 4.091 4.896 -1.554 0.3214
H 4.568 3.834 -0.209 0.2455
H 4.406 5.580 0.032 0.3786
H 1.202 4.834 1.428 0.0846
H 2.498 6.058 1.374 0.3748
H 2.814 4.405 1.990 0.3991
O 1.778 2.220 2.644 -0.0276
P 2.153 0.856 3.463 0.7375
O 3.419 0.982 4.199 -0.8706
O 1.961 -0.278 2.460 -0.8155
O 0.851 0.765 4.438 -0.3990
P -0.665 0.466 3.865 -0.4815
O -0.463 -1.018 3.272 0.4085
O -1.622 0.498 4.994 -0.7083
O -0.805 1.410 2.695 -0.2906
H 0.793 2.179 2.554 0.0352
H 0.464 -0.986 2.904 0.1683
C -1.797 4.664 1.417 -0.4197
Si -2.850 4.283 -0.075 0.1981
C -4.161 5.621 -0.158 -1.1731
C -1.891 4.365 -1.678 -0.7235
As -3.606 2.064 0.191 0.6355
Si -5.286 2.230 1.830 0.1567
C -4.366 2.364 3.445 -0.5803
C -6.471 3.680 1.711 -1.1256
C -6.395 0.726 1.787 -1.0944
Si -4.779 1.775 -1.825 0.3542
C -5.884 3.184 -2.387 -1.1988
C -3.523 1.531 -3.184 -0.4448
C -5.880 0.265 -1.680 -0.9302
H -1.156 5.526 1.207 0.4394
H -1.175 3.817 1.704 -0.2247
H -2.435 4.916 2.267 0.3697
H -3.680 6.507 -0.588 0.3754
H -4.511 5.892 0.834 0.3181
H -5.017 5.374 -0.775 0.2734
H -1.135 5.150 -1.583 0.4774
H -2.560 4.644 -2.496 0.4651
H -1.370 3.445 -1.942 -0.1192
H -4.011 3.388 3.584 0.2964
H -3.501 1.700 3.527 -0.2319
H -5.052 2.145 4.271 0.4181
H -6.038 4.613 2.052 0.2956
H -7.317 3.449 2.369 0.3701
H -6.864 3.828 0.711 0.2138
H -5.897 -0.196 1.499 0.1260
H -7.246 0.907 1.130 0.3850
H -6.787 0.596 2.802 0.4502
H -5.328 4.106 -2.543 0.2352
H -6.708 3.379 -1.706 0.2485
H -6.311 2.892 -3.354 0.3973
H -3.130 2.477 -3.555 0.3545
H -4.001 1.016 -4.025 0.5710
H -2.669 0.940 -2.863 -0.4670
H -6.864 0.525 -1.294 0.3185
H -5.441 -0.506 -1.048 0.0138
H -6.014 -0.161 -2.680 0.3969
C -4.349 -0.974 5.712 -0.8170
N -3.667 -1.857 4.765 -0.0607
C -2.390 -2.406 5.225 -0.7529
C -3.698 -1.477 3.493 0.1454
N -3.774 -1.178 2.389 -0.0694
H -4.571 -1.550 6.613 0.2894
H -5.291 -0.642 5.275 0.2903
H -3.725 -0.112 5.947 0.2631
H -2.593 -3.095 6.046 0.4158
H -1.730 -1.602 5.550 0.2583
H -1.916 -2.941 4.400 0.1553
O 7.230 -3.797 1.807 -0.6918
N 6.647 -2.726 1.841 1.0718
O 6.653 -1.987 2.802 -0.6492
C 5.962 -2.284 0.647 -0.7375
C 5.206 -1.109 0.671 -0.3146
C 4.593 -0.741 -0.484 -0.4041
C 4.701 -1.395 -1.773 0.8434
O 4.177 -0.936 -2.789 -0.6291
C 5.487 -2.607 -1.674 -0.2092
C 6.072 -3.036 -0.503 -0.6687
N 5.684 -3.454 -2.837 1.1421
O 5.573 -2.966 -3.942 -0.6210
O 6.002 -4.619 -2.645 -0.6995
N 3.697 0.394 -0.439 0.9957
O 4.057 1.418 0.102 -0.5154
O 2.594 0.256 -0.935 -0.7214
H 5.064 -0.543 1.585 0.6758
H 6.639 -3.956 -0.498 0.6234
```

The value obtained for the orbital gap is 7.002 eV. The LUMO energy comes out at 3.24 eV. As for the net charge: -2.

***

<Q>
ORCA calculation (ωB97M-V/def2-TZVPD) on a structure of composition C34H69AsCsN7O17P2S4Si3.

Structure (XYZ):
```
138
Properties=species:S:1:pos:R:3:mulliken_charge:R:1
Cs -0.477 0.488 -0.938 -0.7309
C 4.325 -0.736 0.953 -2.0115
C 5.663 -0.993 -1.154 -2.1708
S 3.353 0.175 -2.728 -0.2041
C 2.879 1.900 -2.795 0.5408
C 3.957 2.954 -2.607 -0.9242
S 4.338 3.422 -0.892 -0.2594
C 2.853 4.415 -0.523 0.7799
C 2.342 4.287 0.906 -1.2993
S 1.938 2.590 1.394 0.4827
C 3.415 2.132 2.328 -1.1267
C 3.244 0.754 2.959 -0.4048
S 2.742 -0.579 1.836 0.4406
H 4.812 0.237 1.030 0.0560
H 4.963 -1.477 1.430 0.6944
H 5.655 -1.527 -2.111 0.4929
H 5.859 0.055 -1.394 0.7086
H 2.050 2.034 -2.104 -0.8430
H 2.424 2.006 -3.783 0.3853
H 3.636 3.860 -3.122 0.5495
H 4.900 2.622 -3.044 0.4284
H 2.069 4.110 -1.215 -0.8244
H 3.070 5.464 -0.736 0.4977
H 1.402 4.842 0.981 0.3199
H 3.045 4.706 1.631 0.5081
H 3.565 2.857 3.134 0.5833
H 4.294 2.172 1.679 0.3829
H 2.457 0.791 3.713 -0.3816
H 4.168 0.464 3.468 0.5583
C -0.518 -5.088 -1.972 -0.8975
N -0.882 -3.963 -1.136 0.3175
C -2.249 -3.491 -1.252 -1.1009
C 0.060 -3.153 -0.583 0.3499
O -0.230 -2.187 0.091 -0.0598
C 1.519 -3.473 -0.882 -0.6317
O 2.300 -2.442 -0.342 -0.0274
C 3.587 -2.361 -0.886 -1.2611
C 4.235 -1.023 -0.541 2.3807
O 3.473 0.063 -1.051 0.4476
N 6.725 -1.530 -0.304 0.3732
C 7.734 -0.544 0.016 -1.1193
C 7.311 -2.741 -0.831 -0.9991
H -1.412 -5.688 -2.141 0.4176
H -0.117 -4.775 -2.938 0.1512
H 0.218 -5.721 -1.475 0.2882
H -2.489 -3.338 -2.310 0.4147
H -2.940 -4.231 -0.839 0.3844
H -2.402 -2.538 -0.750 0.2377
H 1.799 -4.451 -0.463 0.2125
H 1.638 -3.516 -1.971 0.2547
H 4.232 -3.165 -0.491 0.1507
H 3.553 -2.465 -1.980 0.5260
H 7.267 0.333 0.462 0.2495
H 8.440 -0.959 0.739 0.3645
H 8.304 -0.216 -0.870 0.3536
H 6.537 -3.490 -1.001 0.2375
H 7.843 -2.577 -1.786 0.3413
H 8.024 -3.151 -0.113 0.3423
O -1.749 4.164 -3.429 -0.7657
P -0.260 3.668 -2.901 -0.0151
O 0.822 4.493 -3.489 -0.7825
O -0.248 2.187 -3.133 0.1003
O -0.363 4.074 -1.338 0.3287
P -1.428 4.044 -0.068 -0.5040
O -2.810 4.380 -0.861 -0.6065
O -1.049 5.164 0.827 -0.8733
O -1.523 2.668 0.502 0.7664
H -2.130 3.396 -3.874 0.3112
H -2.631 4.471 -1.811 0.4526
C 0.721 -0.873 5.201 -0.8017
Si -0.581 0.480 5.260 0.3953
C -1.366 0.457 6.980 -1.1877
C 0.256 2.149 5.074 -0.9146
As -1.995 0.147 3.443 0.5077
Si -2.882 -1.953 3.937 0.5350
C -1.643 -3.215 3.280 -0.8968
C -3.223 -2.360 5.747 -1.1800
C -4.506 -2.134 3.022 -0.8571
Si -3.660 1.756 3.796 0.2915
C -4.677 1.494 5.362 -1.0097
C -2.813 3.416 3.869 -0.8940
C -4.803 1.744 2.318 -0.3567
H 1.564 -0.610 5.846 0.4193
H 1.102 -1.015 4.188 -0.0779
H 0.327 -1.832 5.544 0.3323
H -0.640 0.129 7.730 0.3608
H -2.227 -0.204 7.037 0.2863
H -1.692 1.462 7.258 0.3416
H 1.162 2.189 5.686 0.4254
H -0.402 2.953 5.402 0.3981
H 0.522 2.363 4.038 -0.0194
H -1.282 -3.880 4.068 0.4323
H -0.785 -2.726 2.818 -0.0448
H -2.105 -3.829 2.505 0.3635
H -2.308 -2.378 6.339 0.2791
H -3.680 -3.351 5.814 0.3771
H -3.909 -1.643 6.201 0.2527
H -4.366 -1.845 1.978 0.0731
H -5.277 -1.489 3.449 0.2126
H -4.869 -3.164 3.059 0.4060
H -4.084 1.656 6.263 0.2216
H -5.089 0.483 5.403 0.2058
H -5.514 2.197 5.377 0.3827
H -2.318 3.585 4.827 0.2613
H -3.536 4.222 3.725 0.3718
H -2.077 3.493 3.065 0.0461
H -5.134 0.742 2.047 0.2184
H -4.255 2.152 1.467 -0.4272
H -5.680 2.369 2.509 0.4742
C -5.616 -0.125 -2.870 -0.8249
N -5.152 0.662 -1.743 0.0292
C -4.937 2.091 -1.970 -0.5806
C -4.400 0.077 -0.830 0.2072
N -3.759 -0.412 -0.003 -0.1399
H -6.591 0.252 -3.189 0.3167
H -5.723 -1.165 -2.568 0.3442
H -4.921 -0.061 -3.711 0.1480
H -5.903 2.587 -2.090 0.3216
H -4.330 2.240 -2.866 0.0718
H -4.405 2.526 -1.126 0.1982
O -0.813 -1.862 -9.572 -0.6820
N -1.342 -1.116 -8.758 1.0679
O -2.137 -0.239 -9.069 -0.6757
C -1.015 -1.278 -7.367 -0.9889
C -1.639 -0.481 -6.411 0.0782
C -1.351 -0.647 -5.085 -0.5899
C -0.332 -1.586 -4.561 0.7803
O 0.039 -1.656 -3.401 -0.0084
C 0.186 -2.439 -5.652 -0.6622
C -0.124 -2.264 -6.977 -0.1079
N 1.159 -3.487 -5.386 0.9606
O 1.465 -3.740 -4.233 -0.6517
O 1.639 -4.089 -6.340 -0.7110
N -2.209 0.105 -4.184 1.1435
O -2.857 1.038 -4.630 -0.7018
O -2.302 -0.279 -3.037 -0.3235
H -2.375 0.251 -6.707 0.7646
H 0.335 -2.900 -7.718 0.6725
```

The value obtained for the orbital gap is 6.835 eV. The LUMO energy comes out at 3.22 eV. As for the net charge: -2.

***

Which of them is the most stable? Correct choice: <P>.

***

<P>
ORCA calculation (ωB97M-V/def2-TZVPD) on a structure of composition C5H6N2O3S2.

Structure (XYZ):
```
18
Properties=species:S:1:pos:R:3:nbo_charge:R:1
C -0.216 0.591 -0.359 0.6905
C -0.610 -1.522 -1.396 -0.0673
C 1.140 0.421 -1.099 -0.2072
C 2.454 0.203 0.262 -0.5605
C -2.388 -0.599 -0.081 -0.4141
N -1.025 -0.540 -0.590 -0.4749
N 1.323 1.639 -1.937 0.5196
O 2.231 2.393 -1.783 -0.3127
O -0.513 1.540 0.344 -0.5275
O 0.504 1.572 -2.835 -0.3719
S -1.425 -2.812 -1.923 -0.0109
S 0.948 -0.990 -2.152 0.3752
H 3.302 0.843 0.025 0.2331
H 2.713 -0.878 0.339 0.2235
H 2.238 0.553 1.246 0.2234
H -2.502 -1.462 0.426 0.2170
H -2.771 0.372 0.423 0.2468
H -3.056 -0.631 -0.874 0.2180
```

The value obtained for the orbital gap is 8.797 eV. The LUMO energy comes out at -0.59 eV.

***

<Q>
ORCA calculation (ωB97M-V/def2-TZVPD) on a structure of composition C5H6N2O3S2.

Structure (XYZ):
```
18
Properties=species:S:1:pos:R:3:nbo_charge:R:1
C 0.233 0.429 -0.467 0.6562
C -1.860 -0.328 0.287 -0.0940
C 0.661 -0.755 0.371 -0.2043
C 1.935 -0.134 1.731 -0.4899
C -1.747 1.585 -1.268 -0.4230
N -1.132 0.555 -0.460 -0.4571
N 1.377 -1.768 -0.446 0.5152
O 0.787 -2.106 -1.442 -0.3599
O 0.987 1.154 -1.057 -0.5318
O 2.439 -2.174 -0.070 -0.3413
S -3.478 -0.354 0.423 -0.0208
S -0.801 -1.462 1.119 0.3977
H 2.586 0.515 1.170 0.2252
H 2.390 -1.045 2.075 0.2275
H 1.309 0.365 2.449 0.2072
H -2.827 1.506 -1.176 0.2454
H -1.408 2.564 -0.930 0.2220
H -1.449 1.452 -2.308 0.2260
```

The value obtained for the orbital gap is 8.780 eV. The LUMO energy comes out at -0.60 eV.

***

Which of them is the most stable? Correct choice: <Q>.